(1)
Molecular formula: C4H6O2
Method: DFT, the ωB97M-V functional and the def2-TZVPD basis

Structure (ORCA input):
```
! RIJCOSX wB97M-V def2-TZVPD def2/J DEFGRID3
* xyz 0 1
O 2.077 0.398 1.257
C 2.068 0.180 0.076
O 1.062 -0.381 -0.614
C -0.122 -0.561 0.143
C -1.397 -0.447 -0.618
C -0.960 0.657 0.313
H 2.885 0.422 -0.617
H -0.015 -1.280 0.950
H -1.331 -0.275 -1.688
H -2.220 -1.083 -0.307
H -0.565 1.559 -0.146
H -1.482 0.811 1.251
*
```

SMILES string = O=COC1CC1
Kohn-Sham gap = 11.777 eV
relative energy (zero: lowest compared OMol25 entry of this formula, charge and spin) = 1.2712 eV


(2)
Molecular formula: C4H6O2
Method: DFT, the ωB97M-V functional and the def2-TZVPD basis

Structure (ORCA input):
```
! RIJCOSX wB97M-V def2-TZVPD def2/J DEFGRID3
* xyz 0 1
C 0.771 -0.195 1.370
O 0.780 -1.310 0.451
C 0.358 -0.488 -0.651
C -1.113 -0.261 -0.988
O -1.293 0.528 0.189
C 0.144 0.697 0.309
H 1.793 0.099 1.659
H 0.173 -0.381 2.267
H 1.012 -0.550 -1.516
H -1.077 0.363 -2.047
H -1.911 -0.610 -1.612
H 0.454 1.738 0.171
*
```

Kohn-Sham gap = 10.520 eV
relative energy (zero: lowest compared OMol25 entry of this formula, charge and spin) = 4.4448 eV


(3)
Molecular formula: C4H6O2
Method: DFT, the ωB97M-V functional and the def2-TZVPD basis

Structure (ORCA input):
```
! RIJCOSX wB97M-V def2-TZVPD def2/J DEFGRID3
* xyz 0 1
C 0.540 -1.857 0.611
C 0.827 -0.422 0.215
O 1.891 0.112 0.482
C -0.276 0.300 -0.433
C -0.166 1.603 -0.740
O -1.225 2.400 -0.944
H 0.867 -2.523 -0.195
H -0.527 -2.030 0.784
H 1.106 -2.106 1.510
H -1.244 -0.190 -0.541
H 0.781 2.127 -0.841
H -1.989 1.931 -0.577
*
```

SMILES string = CC(=O)/C=C/O
Kohn-Sham gap = 10.082 eV
relative energy (zero: lowest compared OMol25 entry of this formula, charge and spin) = 1.0707 eV


(4)
Molecular formula: C4H6O2
Method: DFT, the ωB97M-V functional and the def2-TZVPD basis

Structure (ORCA input):
```
! RIJCOSX wB97M-V def2-TZVPD def2/J DEFGRID3
* xyz 0 1
O -2.777 0.210 -0.935
C -1.752 -0.674 -0.999
C -0.537 -0.434 -0.602
C 0.338 -0.422 0.356
C 1.643 0.244 0.225
O 1.702 1.382 1.062
H -2.451 1.047 -0.560
H -1.927 -1.631 -1.457
H 0.042 -0.877 1.298
H 2.392 -0.519 0.444
H 1.757 0.613 -0.792
H 1.570 1.061 1.960
*
```

SMILES string = OC=C=CCO
Kohn-Sham gap = 9.697 eV
relative energy (zero: lowest compared OMol25 entry of this formula, charge and spin) = 2.9518 eV


(5)
Molecular formula: C4H6O2
Method: DFT, the ωB97M-V functional and the def2-TZVPD basis

Structure (ORCA input):
```
! RIJCOSX wB97M-V def2-TZVPD def2/J DEFGRID3
* xyz 0 1
C -1.256 -0.552 -0.744
C -0.737 -0.524 0.588
O -0.815 -1.438 1.455
C 0.491 0.401 0.688
C 1.505 0.433 -0.369
O 0.650 1.545 -0.118
H -1.280 0.360 -1.330
H -1.554 -1.495 -1.211
H -1.623 0.290 0.739
H 0.747 0.488 1.736
H 1.316 -0.074 -1.318
H 2.556 0.566 -0.117
*
```

Kohn-Sham gap (alpha / beta) = 7.733 / 8.389 eV
relative energy (zero: lowest compared OMol25 entry of this formula, charge and spin) = 5.6117 eV


(6)
Molecular formula: C4H6O2
Method: DFT, the ωB97M-V functional and the def2-TZVPD basis

Structure (ORCA input):
```
! RIJCOSX wB97M-V def2-TZVPD def2/J DEFGRID3
* xyz 0 1
O -0.798 -2.120 0.439
C -0.286 -1.093 0.045
C 1.093 -0.556 0.259
C 0.507 1.169 0.324
O -0.330 1.118 -0.789
C -1.144 -0.022 -0.577
H 1.684 -0.370 -0.627
H 1.673 -1.294 0.874
H -0.072 1.323 1.243
H 1.180 2.039 0.170
H -1.567 -0.375 -1.514
H -1.940 0.182 0.153
*
```

SMILES string = O=C1CCOC1
Kohn-Sham gap = 10.391 eV
relative energy (zero: lowest compared OMol25 entry of this formula, charge and spin) = 2.1406 eV


(7)
Molecular formula: C4H6O2
Method: DFT, the ωB97M-V functional and the def2-TZVPD basis

Structure (ORCA input):
```
! RIJCOSX wB97M-V def2-TZVPD def2/J DEFGRID3
* xyz 0 1
C 1.020 0.048 -0.882
C 0.038 -0.403 0.202
C 0.043 0.556 1.381
O 0.181 1.748 1.250
C -1.385 -0.391 -0.345
O -2.173 -1.292 -0.220
H 1.236 -0.775 -1.568
H 1.958 0.388 -0.438
H 0.613 0.886 -1.456
H 0.241 -1.415 0.564
H -0.110 0.101 2.380
H -1.660 0.550 -0.869
*
```

SMILES string = CC(C=O)C=O
Kohn-Sham gap = 10.357 eV
relative energy (zero: lowest compared OMol25 entry of this formula, charge and spin) = 1.0940 eV


(8)
Molecular formula: C4H6O2
Method: DFT, the ωB97M-V functional and the def2-TZVPD basis

Structure (ORCA input):
```
! RIJCOSX wB97M-V def2-TZVPD def2/J DEFGRID3
* xyz 0 1
C 1.170 0.093 -0.631
C -0.162 0.565 0.273
O -0.318 1.813 0.419
C -0.011 -0.413 1.299
C -1.421 -0.083 -0.562
O -1.407 -1.067 -1.238
H 0.826 -0.546 -1.446
H 1.962 -0.416 -0.079
H 1.524 1.065 -0.966
H -0.001 -1.465 1.024
H 0.118 -0.147 2.349
H -2.279 0.600 -0.443
*
```

Kohn-Sham gap (alpha / beta) = 7.521 / 6.785 eV
relative energy (zero: lowest compared OMol25 entry of this formula, charge and spin) = 4.9103 eV


(9)
Molecular formula: C4H6O2
Method: DFT, the ωB97M-V functional and the def2-TZVPD basis

Structure (ORCA input):
```
! RIJCOSX wB97M-V def2-TZVPD def2/J DEFGRID3
* xyz 0 1
C 0.629 -1.343 0.470
C 0.492 0.038 1.067
O 1.159 0.413 2.007
C -0.506 0.983 0.448
C -0.598 1.112 -1.014
O -1.584 0.416 -0.282
H -0.133 -1.545 -0.285
H 1.629 -1.449 0.034
H 0.545 -2.077 1.275
H -0.749 1.842 1.072
H 0.040 0.494 -1.646
H -0.911 2.065 -1.437
*
```

SMILES string = CC(=O)[C@H]1CO1
Kohn-Sham gap = 10.829 eV
relative energy (zero: lowest compared OMol25 entry of this formula, charge and spin) = 1.6717 eV


(10)
Molecular formula: C4H6O2
Method: DFT, the ωB97M-V functional and the def2-TZVPD basis

Structure (ORCA input):
```
! RIJCOSX wB97M-V def2-TZVPD def2/J DEFGRID3
* xyz 0 1
C 0.659 1.544 0.473
C 0.480 0.271 -0.287
O 1.411 -0.440 -0.672
C -0.797 -0.438 -0.452
C -0.620 -1.874 0.075
O -1.515 -2.675 0.162
H -0.238 2.160 0.560
H 0.931 1.180 1.470
H 1.493 2.116 0.069
H -0.334 0.352 -1.425
H -1.835 -0.146 -0.533
H 0.366 -2.052 0.560
*
```

Kohn-Sham gap = 9.802 eV
relative energy (zero: lowest compared OMol25 entry of this formula, charge and spin) = 3.6714 eV


(11)
Molecular formula: C4H6O2
Method: DFT, the ωB97M-V functional and the def2-TZVPD basis

Structure (ORCA input):
```
! RIJCOSX wB97M-V def2-TZVPD def2/J DEFGRID3
* xyz 0 1
C -1.048 1.023 0.109
C -0.979 -0.423 0.192
O -0.072 -1.231 0.255
O -2.276 -0.738 -0.127
H 0.008 1.322 -0.076
H -1.522 1.356 -0.735
H -1.711 1.471 0.918
H -2.461 -1.781 -0.067
C 1.954 -0.498 -0.169
C 3.050 -0.197 0.114
H 0.941 -0.374 -0.458
H 4.116 0.069 0.044
*
```

SMILES string = CC(=O)O.C#C
Kohn-Sham gap = 10.152 eV
relative energy (zero: lowest compared OMol25 entry of this formula, charge and spin) = 4.7130 eV


(12)
Molecular formula: C4H6O2
Method: DFT, the ωB97M-V functional and the def2-TZVPD basis

Structure (ORCA input):
```
! RIJCOSX wB97M-V def2-TZVPD def2/J DEFGRID3
* xyz 0 1
C 1.150 -0.576 -0.505
O 1.669 0.052 0.684
C 0.352 0.398 1.156
C -0.265 -0.183 -0.084
C -1.563 0.281 -0.738
O -1.313 -1.047 -0.346
H 1.609 -0.212 -1.434
H 1.231 -1.675 -0.463
H 0.041 -0.083 2.084
H 0.241 1.493 1.222
H -2.204 0.834 -0.059
H -0.895 0.761 -1.449
*
```

SMILES string = C1OCC12CO2
Kohn-Sham gap = 10.483 eV
relative energy (zero: lowest compared OMol25 entry of this formula, charge and spin) = 4.4982 eV


(13)
Molecular formula: C4H6O2
Method: DFT, the ωB97M-V functional and the def2-TZVPD basis

Structure (ORCA input):
```
! RIJCOSX wB97M-V def2-TZVPD def2/J DEFGRID3
* xyz 0 1
C -0.506 0.277 -0.208
C 0.939 0.404 -0.154
C -0.468 -0.206 1.144
C 0.401 -0.724 -0.880
O -0.641 0.563 2.264
O 0.384 -0.689 -2.309
H -1.144 1.004 -0.606
H 1.585 0.861 0.491
H -0.238 -1.339 1.424
H 0.570 -1.737 -0.508
H -0.930 1.399 1.953
H 0.046 0.188 -2.612
*
```

Kohn-Sham gap = 8.670 eV
relative energy (zero: lowest compared OMol25 entry of this formula, charge and spin) = 5.1444 eV


(14)
Molecular formula: C4H6O2
Method: DFT, the ωB97M-V functional and the def2-TZVPD basis

Structure (ORCA input):
```
! RIJCOSX wB97M-V def2-TZVPD def2/J DEFGRID3
* xyz 0 1
C 1.459 0.283 -0.797
C 0.425 0.711 0.221
O 0.300 1.869 0.552
C -0.524 -0.344 0.804
C -1.676 -0.549 -0.161
O -1.748 -1.474 -0.933
H 1.012 -0.315 -1.599
H 2.240 -0.330 -0.330
H 1.915 1.184 -1.211
H -0.035 -1.308 0.975
H -0.911 0.071 1.739
H -2.457 0.238 -0.132
*
```

SMILES string = CC(=O)CC=O
Kohn-Sham gap = 10.490 eV
relative energy (zero: lowest compared OMol25 entry of this formula, charge and spin) = 0.7715 eV


(15)
Molecular formula: C4H6O2
Method: DFT, the ωB97M-V functional and the def2-TZVPD basis

Structure (ORCA input):
```
! RIJCOSX wB97M-V def2-TZVPD def2/J DEFGRID3
* xyz 0 1
C 0.561 -0.483 1.371
C 0.463 -0.111 -0.059
O 1.304 -0.581 -1.137
C 0.399 0.508 -1.353
C -0.831 -0.117 -0.794
O -1.696 0.840 -0.257
H -0.390 -0.225 1.852
H 0.601 -1.579 1.313
H 1.402 -0.124 1.959
H 0.592 1.410 -1.916
H -1.320 -1.044 -1.086
H -1.085 1.506 0.106
*
```

SMILES string = C[C@]12O[C@H]1[C@@H]2O
Kohn-Sham gap = 9.891 eV
relative energy (zero: lowest compared OMol25 entry of this formula, charge and spin) = 4.2524 eV


(16)
Molecular formula: C4H6O2
Method: DFT, the ωB97M-V functional and the def2-TZVPD basis

Structure (ORCA input):
```
! RIJCOSX wB97M-V def2-TZVPD def2/J DEFGRID3
* xyz 0 1
C 1.649 0.333 -0.568
C 0.366 0.330 0.205
O 0.003 1.502 0.760
C -0.441 -0.752 0.312
C -1.886 -0.656 0.131
O -2.540 -1.586 -0.299
H 1.590 -0.445 -1.332
H 2.512 0.139 0.074
H 1.802 1.297 -1.065
H -0.663 1.226 1.411
H -0.026 -1.728 0.112
H -2.365 0.341 0.260
*
```

SMILES string = C/C(O)=C/C=O
Kohn-Sham gap = 9.658 eV
relative energy (zero: lowest compared OMol25 entry of this formula, charge and spin) = 1.4754 eV


(17)
Molecular formula: C4H6O2
Method: DFT, the ωB97M-V functional and the def2-TZVPD basis

Structure (ORCA input):
```
! RIJCOSX wB97M-V def2-TZVPD def2/J DEFGRID3
* xyz 0 1
C 1.480 -0.269 0.160
C -0.036 -0.287 0.304
C -0.850 0.998 0.196
O -1.924 0.272 -0.467
C -1.087 -0.765 -0.769
O -1.283 -1.583 -1.612
H 2.033 0.138 1.029
H 1.800 -1.301 0.024
H 1.763 0.323 -0.715
H -0.333 -0.770 1.242
H -0.419 1.726 -0.503
H -1.146 1.518 1.112
*
```

Kohn-Sham gap = 11.341 eV
relative energy (zero: lowest compared OMol25 entry of this formula, charge and spin) = 0.8972 eV


(18)
Molecular formula: C4H6O2
Method: DFT, the ωB97M-V functional and the def2-TZVPD basis

Structure (ORCA input):
```
! RIJCOSX wB97M-V def2-TZVPD def2/J DEFGRID3
* xyz 0 1
C -1.448 -0.194 -0.497
C 0.039 0.029 -0.479
C 0.623 1.191 0.028
O 1.886 1.216 0.247
C 1.122 -1.003 0.885
O 0.715 -1.975 1.359
H -1.699 -1.175 -0.075
H -1.966 0.563 0.103
H -1.854 -0.160 -1.514
H 0.619 -0.511 -1.229
H -0.001 1.979 0.474
H 1.964 0.039 0.697
*
```

Kohn-Sham gap = 9.553 eV
relative energy (zero: lowest compared OMol25 entry of this formula, charge and spin) = 2.8146 eV


(19)
Molecular formula: C4H6O2
Method: DFT, the ωB97M-V functional and the def2-TZVPD basis

Structure (ORCA input):
```
! RIJCOSX wB97M-V def2-TZVPD def2/J DEFGRID3
* xyz 0 1
C -0.569 0.804 2.007
C -1.435 0.928 1.029
O -2.204 1.021 0.153
H -0.915 0.533 2.995
H 0.471 1.008 1.787
C 0.685 -1.240 -0.899
C 0.651 0.171 -1.410
O 0.920 1.144 -0.743
H 1.022 -1.259 0.140
H 1.342 -1.849 -1.530
H -0.316 -1.680 -0.974
H 0.352 0.288 -2.474
*
```

SMILES string = C=C=O.CC=O
Kohn-Sham gap = 10.092 eV
relative energy (zero: lowest compared OMol25 entry of this formula, charge and spin) = 1.6961 eV


(20)
Molecular formula: C4H6O2
Method: DFT, the ωB97M-V functional and the def2-TZVPD basis

Structure (ORCA input):
```
! RIJCOSX wB97M-V def2-TZVPD def2/J DEFGRID3
* xyz 0 1
C -1.528 -0.629 -0.741
C -0.638 -0.357 0.350
O -0.775 -0.897 1.438
C 0.382 0.759 0.131
C 1.811 0.375 0.454
O 2.263 -0.727 0.260
H -0.187 -1.230 -0.700
H -1.892 0.191 -1.400
H -2.290 -1.390 -0.555
H 0.382 1.172 -0.892
H 0.026 1.538 0.806
H 2.447 1.195 0.847
*
```

Kohn-Sham gap = 9.867 eV
relative energy (zero: lowest compared OMol25 entry of this formula, charge and spin) = 3.4946 eV


Going through the records in order, we get DFT total energy values of -8339.190, -8336.016, -8339.390, -8337.509, -8334.849, -8338.320, -8339.367, -8335.551, -8338.789, -8336.790, -8335.748, -8335.963, -8335.317, -8339.690, -8336.209, -8338.986, -8339.564, -8337.646, -8338.765, -8336.967 eV.